#one
The following is a quantum chemistry calculation of a 2-piece molecular cluster, C6H12O2 overall, from OMol25.

- Frontier orbital gap: 9.7 eV
- HOMO energy: -9.0 eV
- Spin multiplicity: 1
- SMILES: C/C=C(\C)O.CC=O
- Net charge: 0

Structure (XYZ):
```
20
C6H12O2 (ωB97M-V/def2-TZVPD)
O 0.10048 -0.88121 1.66904
C -2.48887 0.34383 0.51800
H -1.84149 -0.46367 0.81430
H 2.50839 2.40303 -0.20779
C 1.31542 -1.46865 -0.45543
C 1.50222 0.78794 0.62014
H 2.35902 -1.36881 -0.78291
H -2.43264 0.03648 -1.54001
H 3.43404 0.87175 -0.54068
H 1.96630 1.09468 -1.43824
H 0.55599 -0.51500 2.49135
H 1.09234 -2.50261 -0.11106
H 0.67229 -1.43021 -1.42299
C 2.39520 1.30971 -0.47897
C 0.94579 -0.40992 0.59603
H 1.14505 1.36769 1.46897
H -3.51569 -1.04617 -0.68880
H -3.97920 0.66254 -1.06516
C -3.14488 -0.07491 -0.74933
O -2.58976 1.28351 1.30353
```

#two
The following is a quantum chemistry calculation of one molecule with the formula C6H12O2, from OMol25.

- Frontier orbital gap: 10.0 eV
- HOMO energy: -9.2 eV
- Spin multiplicity: 1
- SMILES: OCC[C@H]1CCOC1
- Net charge: 0

Structure (XYZ):
```
20
C6H12O2 (ωB97M-V/def2-TZVPD)
H -0.42809 1.30255 -2.05987
O 1.97245 1.29163 -0.50984
H 0.21530 -1.11440 -1.76642
O -0.96845 -0.00625 2.16090
H -2.21110 -0.37568 0.53307
C -1.42245 -0.87512 1.11854
H 0.45835 2.79193 -0.16712
C -0.34722 0.91622 -1.03115
H -0.59367 -2.38903 -0.13278
H -1.32731 1.15029 -0.58013
C 0.65693 1.71273 -0.12653
H 0.57699 1.29637 0.89458
C -0.25172 -1.43033 0.28403
H 2.23777 -0.12955 -1.86935
H 0.58985 -1.58202 0.98591
C 1.79619 -0.10131 -0.85881
H -1.90019 -1.74117 1.62550
H 2.38161 -0.71613 -0.15137
C 0.27030 -0.49266 -0.85195
H -1.70556 0.49193 2.50280
```

#three
The following is a quantum chemistry calculation of a 2-piece molecular cluster, C6H12O2 overall, from OMol25.

- Frontier orbital gap: 9.8 eV
- HOMO energy: -9.0 eV
- Spin multiplicity: 1
- SMILES: C=C(C)/C=C/CO.O
- Net charge: 0

Structure (XYZ):
```
20
C6H12O2 (ωB97M-V/def2-TZVPD)
H 1.81364 1.03711 2.02663
H 0.57332 -3.13539 -0.39411
H 1.01154 -1.31152 0.99733
H 0.13548 0.28598 -2.29527
H -2.15838 0.85955 2.27533
O -0.32890 1.14202 -2.39179
C 0.07944 -2.21752 -0.72318
H 1.52624 1.54241 0.38435
H -1.00822 0.88420 -3.02880
C 1.11014 1.59189 1.39199
C -0.25054 0.97353 1.47045
H -1.52391 0.01410 -0.06614
C -0.57154 -0.05518 0.43107
H -0.93280 -2.47670 -1.03068
H -1.02166 1.98880 3.17888
O 0.68750 -1.65513 -1.88907
H 1.57905 -1.34546 -1.68536
H 1.21381 2.62623 1.66549
C 0.09070 -1.21098 0.40728
C -1.18809 1.30560 2.35414
```

#four
The following is a quantum chemistry calculation of a 3-piece molecular cluster, C6H12O2 overall, from OMol25.

- Frontier orbital gap: 9.5 eV
- HOMO energy: -8.7 eV
- Spin multiplicity: 1
- SMILES: C=C/C=C/C=C.O.O
- Net charge: 0

Structure (XYZ):
```
20
C6H12O2 (ωB97M-V/def2-TZVPD)
O 4.17321 1.70956 4.28620
C -2.15673 0.36019 -1.24295
H -0.85215 -3.53318 -4.69907
H -1.92085 1.18914 -1.92636
C -2.90480 -0.63500 -1.68054
C -0.16773 0.42024 0.24589
H -2.99333 -1.57312 -1.13129
H -2.17959 0.77988 0.87004
H 4.53162 2.53479 3.95143
H 2.10715 -0.51012 1.39998
O -1.12891 -2.61398 -4.69695
C -1.47075 0.60544 0.05569
C 0.52136 0.87116 1.45174
H 0.03362 1.61144 2.07861
H 0.38652 -0.06842 -0.54909
C 1.56740 0.23870 1.98570
H -0.42822 -2.06818 -4.32110
H 4.26342 1.03020 3.60815
H 1.92316 0.35609 2.99867
H -3.30439 -0.70483 -2.68474
```

#two (7.5 kcal/mol below the next structure)

#one
The following is a quantum chemistry calculation of a 2-piece molecular cluster, C6H12O2 overall, from OMol25.

- Frontier orbital gap: 10.3 eV
- HOMO energy: -9.3 eV
- Spin multiplicity: 1
- SMILES: C/C=C/C.CC(=O)O
- Net charge: 0

Structure (XYZ):
```
20
C6H12O2 (ωB97M-V/def2-TZVPD)
H -2.50513 3.12272 0.15182
H -3.13072 1.89321 1.35852
H 0.47099 -0.32870 1.97039
C -2.72025 2.07839 0.36871
H 1.60064 -1.53386 2.54124
O -1.43226 0.43296 -0.77104
C 1.41565 -0.81050 1.74442
C 1.71078 -1.07385 -0.76580
H -3.46947 1.74809 -0.34851
H 2.16204 -0.08100 -0.81714
H 1.29620 -1.39565 -2.87125
H 2.27259 -0.14041 1.72761
H 1.36327 -2.85905 -1.86105
C -1.42323 1.33223 0.24029
H 2.83975 -1.94754 -2.32797
H 0.81193 -2.48816 0.46035
C 1.30731 -1.51600 0.41927
C 1.79510 -1.86999 -2.02024
O -0.45167 1.52602 0.90519
H -0.60941 -0.09068 -0.69984
```

#two
The following is a quantum chemistry calculation of a 2-piece molecular cluster, C6H12O2 overall, from OMol25.

- Frontier orbital gap: 9.4 eV
- HOMO energy: -8.6 eV
- Spin multiplicity: 1
- SMILES: C=C(C)/C=C/CO.O
- Net charge: 0

Structure (XYZ):
```
20
C6H12O2 (ωB97M-V/def2-TZVPD)
O 3.39134 -5.14847 4.34150
O 2.75244 -0.29406 -0.68933
H 3.86162 -5.05606 3.49366
C 0.47628 0.46565 -0.66949
H 3.35750 -0.33751 -1.43244
C 1.92780 0.86975 -0.61768
H 0.29184 -0.55540 -0.95340
H 2.12196 1.56278 -1.42555
H -2.93741 2.46649 -1.88487
H 2.63269 -4.56214 4.29693
H 2.19091 1.34161 0.32885
C -0.54164 1.31428 -0.53497
H -1.69718 -1.13789 -0.22525
H -2.84586 2.89236 -0.24074
H -3.42220 -0.48499 -0.74598
C -1.96491 0.92033 -0.64064
C -2.37589 -0.33627 -0.49857
C -2.93545 2.02790 -0.87594
H -3.93734 1.68488 -0.67188
H -0.34654 2.36680 -0.35422
```

#three
The following is a quantum chemistry calculation of a 2-piece molecular cluster, C6H12O2 overall, from OMol25.

- Frontier orbital gap: 10.3 eV
- HOMO energy: -9.7 eV
- Spin multiplicity: 1
- SMILES: CC(C)=O.CC(C)=O
- Net charge: 0

Structure (XYZ):
```
20
C6H12O2 (ωB97M-V/def2-TZVPD)
C -1.51034 -2.29041 -0.59286
H 0.37764 1.36340 -0.93221
H -2.08809 -2.94631 -1.26562
O 2.37000 2.75290 0.45807
H 2.61003 -0.27120 1.16560
H 1.56709 0.02400 -0.95509
H -0.99147 0.12855 0.60734
C -2.02477 0.16420 0.22311
H 1.91837 1.54888 -1.82723
H -2.20233 1.15989 -0.21696
C 2.23720 0.69579 1.54313
H -2.71944 0.02417 1.06836
H 2.94828 1.07776 2.29486
C -2.22831 -0.95434 -0.81459
H -1.55675 -2.70515 0.42814
C 1.45356 1.12068 -0.92324
C 2.04939 1.64240 0.37311
O -3.01476 -0.77894 -1.74315
H -0.45808 -2.28651 -0.92352
H 1.26280 0.53023 2.03276
```

#one (10.1 kcal/mol below the next structure)

#one
The following is a quantum chemistry calculation of a 2-piece molecular cluster, H3N2O2S2 overall, from OMol25.

- Frontier orbital gap: 7.4 eV
- HOMO energy: -3.7 eV
- Spin multiplicity: 1
- Net charge: -1

Structure (XYZ):
```
9
H3N2O2S2 (ωB97M-V/def2-TZVPD)
O 0.91173 0.82768 1.43543
S -1.10805 -1.04019 0.99579
H 1.16489 0.05363 0.89589
N 0.66851 -0.93180 -1.20229
H 0.47467 -1.93436 -1.24673
N 0.05328 -0.29849 -2.12506
S -0.76901 0.94029 1.08401
O -1.41555 1.62624 2.20816
H 0.01952 0.75701 -2.04520
```

#two
The following is a quantum chemistry calculation of a 2-piece molecular cluster, H3N2O2S2 overall, from OMol25.

- Frontier orbital gap: 7.5 eV
- HOMO energy: -3.6 eV
- Spin multiplicity: 1
- Net charge: -1

Structure (XYZ):
```
9
H3N2O2S2 (ωB97M-V/def2-TZVPD)
H 0.67437 1.09117 -2.55238
O -0.82475 -1.33444 2.37044
H 0.40871 -2.05765 0.05940
N -0.11249 1.61717 -2.07143
O 0.98127 -1.79184 0.73405
S 0.36398 0.98498 1.18429
H -1.38218 1.41375 -0.63205
N -0.61267 0.87873 -1.16960
S 0.50378 -0.80187 2.07727
```

#one (7.3 kcal/mol below the next structure)

#one
The following is a quantum chemistry calculation of a 2-piece molecular cluster, C4H12O2 overall, from OMol25.

- Frontier orbital gap: 10.5 eV
- HOMO energy: -9.7 eV
- Spin multiplicity: 1
- SMILES: CCCOC.O
- Net charge: 0

Structure (XYZ):
```
18
C4H12O2 (ωB97M-V/def2-TZVPD)
H 4.49876 0.86086 2.38907
H 3.57127 -0.45538 3.17430
H 5.09337 6.39403 3.05936
H 2.99791 -1.99114 0.69152
H -0.57414 0.14857 -0.93000
C 0.00000 0.00000 0.00000
H 5.94002 5.37577 2.24023
H 4.80487 -0.84485 1.93502
H 0.53152 0.93654 0.23874
H 1.73764 -1.68576 1.92217
H 0.71506 -2.16103 -0.06161
C 4.02457 -0.12154 2.22579
C 2.20811 -1.28172 1.00519
O 5.21667 6.03685 2.15080
H 1.73341 -1.10525 -1.08353
C 1.18046 -1.15869 -0.12602
H -0.70614 -0.22203 0.81772
O 2.93543 -0.03349 1.29140
```

#two
The following is a quantum chemistry calculation of a 3-piece molecular cluster, C4H12O2 overall, from OMol25.

- Frontier orbital gap: 10.0 eV
- HOMO energy: -9.4 eV
- Spin multiplicity: 1
- SMILES: C=C(C)C.O.O
- Net charge: 0

Structure (XYZ):
```
18
C4H12O2 (ωB97M-V/def2-TZVPD)
O 4.35172 -1.73842 -0.52617
H -1.00062 -1.52746 1.79129
H -0.62492 1.61391 -0.92872
H -0.99393 -1.97915 -0.99282
H -2.49831 1.09046 0.24822
C -0.42873 -0.23098 0.13946
C -0.33545 -1.16507 -1.06206
H 0.96225 1.56185 -0.25858
H -3.21924 2.48858 0.19293
H -0.35072 1.72804 0.86530
H -0.68162 0.16477 2.25126
H 0.61024 -1.50181 -0.99003
H -0.65574 -0.75386 -2.02368
H 4.69149 -0.94319 -0.97612
O -2.82893 1.84174 0.78616
C -0.75375 -0.49241 1.43446
H 3.83586 -1.34608 0.14512
C -0.07960 1.18908 -0.09600
```

#one (7.5 kcal/mol below the next structure)

#one
The following is a quantum chemistry calculation of one molecule with the formula CH5FSi, from OMol25.

- Frontier orbital gap: 12.3 eV
- HOMO energy: -11.2 eV
- Spin multiplicity: 1
- SMILES: FC[SiH3]
- Net charge: 0

Structure (XYZ):
```
8
CH5FSi (ωB97M-V/def2-TZVPD)
H 0.97974 0.83386 1.28244
H -1.46466 -1.01310 -0.93875
H 0.23304 1.59443 -0.78398
H -1.25018 -1.18758 0.74615
F -2.17769 0.36867 0.36340
Si 0.50674 0.53358 0.02582
H 1.40956 -0.17774 -0.91263
C -1.11382 -0.46593 0.04423
```

#two
The following is a quantum chemistry calculation of a 2-piece molecular cluster, CH5FSi overall, from OMol25.

- Frontier orbital gap (spin up / spin down): 8.4 / 7.7 eV
- HOMO energy (spin up / spin down): -9.0 / -7.6 eV
- Spin multiplicity: 1
- Net charge: 0

Structure (XYZ):
```
8
CH5FSi (ωB97M-V/def2-TZVPD)
H 1.41751 -1.36525 -0.68860
H -1.98663 0.60965 -1.37107
H -1.69010 1.30217 0.37844
Si 1.77971 -0.51710 0.41496
H 3.28541 -0.35890 0.66258
H 0.97561 0.65061 0.56585
C -1.72115 0.45027 -0.27424
F -2.06036 -0.77145 0.31208
```

#one (74.6 kcal/mol below the next structure)

#one
The following is a quantum chemistry calculation of an isolated ion of composition C3H8NO and charge +1, from OMol25.

- Frontier orbital gap (spin up / spin down): 9.6 / 8.5 eV
- HOMO energy (spin up / spin down): -14.0 / -13.4 eV
- Spin multiplicity: 1
- Net charge: +1

Structure (XYZ):
```
13
C3H8NO (ωB97M-V/def2-TZVPD)
H -0.64879 -0.31313 -1.88789
C -1.18904 -0.16655 0.83102
H -1.78112 -0.84195 0.20881
H -1.02536 1.61224 -1.40551
O 1.67323 -0.40989 1.27405
H 2.06494 -1.29121 1.57573
N -0.14705 0.50070 0.09623
H 0.60639 1.09591 -1.62792
H 0.75636 -1.43880 -0.33176
H 0.12076 1.46448 0.51954
C 0.95484 -0.57956 0.18067
C -0.37635 0.69609 -1.35362
H -1.00879 -0.32832 1.92063
```

#two
The following is a quantum chemistry calculation of an isolated ion of composition C3H8NO and charge +1, from OMol25.

- Frontier orbital gap (spin up / spin down): 8.2 / 9.5 eV
- HOMO energy (spin up / spin down): -13.3 / -14.2 eV
- Spin multiplicity: 1
- Net charge: +1

Structure (XYZ):
```
13
C3H8NO (ωB97M-V/def2-TZVPD)
C 0.51380 -0.70798 -0.09897
H 0.90077 0.50302 2.84210
H -0.26574 -1.45898 0.02553
H 0.71621 -0.61703 -2.24575
H -1.22332 1.38349 -1.19555
O 0.85444 0.07011 0.86197
C -0.89950 0.52196 -1.74811
H -0.71987 0.58939 2.10006
C 0.21682 0.02740 2.14227
H 0.01334 -0.99958 2.45189
N 0.41251 0.04850 -1.52517
H 1.10400 0.80690 -1.46637
H -1.62345 -0.16720 -2.14389
```

#three
The following is a quantum chemistry calculation of a 2-piece molecular cluster, C3H8NO overall, from OMol25.

- Frontier orbital gap: 9.0 eV
- HOMO energy: -14.7 eV
- Spin multiplicity: 1
- Net charge: +1

Structure (XYZ):
```
13
C3H8NO (ωB97M-V/def2-TZVPD)
H 1.17730 1.81214 0.00529
H -2.05840 -1.89118 -0.68385
H 2.06956 -0.90508 -1.86158
H 2.88124 -0.41493 -0.61647
H 0.58415 2.53863 1.62021
H -1.34843 0.94780 1.43027
H 0.14643 -0.99169 -0.30079
N -0.68626 -0.44620 -0.05249
C 0.38040 1.70334 0.84318
H -2.87193 -0.48309 -0.19158
O 2.06353 -0.79972 -0.99266
C -1.88124 -0.90859 -0.16638
C -0.54654 0.69002 0.80774
```

#three (36.1 kcal/mol below the next structure)

#one
The following is a quantum chemistry calculation of a 2-piece molecular cluster, C3H8NO overall, from OMol25.

- Frontier orbital gap: 6.7 eV
- HOMO energy: -12.8 eV
- Spin multiplicity: 1
- Net charge: +1

Structure (XYZ):
```
13
C3H8NO (ωB97M-V/def2-TZVPD)
H 1.06724 0.39687 1.18524
C -1.90765 -0.08221 -0.50696
H -2.70934 0.04132 -1.18608
O -0.67900 -0.36791 -1.16816
H 2.23357 1.56711 -0.66216
H -1.39293 -0.30410 1.56726
H -0.75274 0.06624 -2.03255
H -3.18519 -0.65492 1.05171
H 3.31082 0.04649 -0.51100
C 2.39803 0.53107 -0.19782
N 1.87310 0.05074 0.83980
C -2.12759 -0.33299 0.76781
H 1.87168 -0.95770 0.85290
```

#two
The following is a quantum chemistry calculation of a 2-piece molecular cluster, C3H8NO overall, from OMol25.

- Frontier orbital gap: 8.9 eV
- HOMO energy: -14.0 eV
- Spin multiplicity: 1
- Net charge: +1

Structure (XYZ):
```
13
C3H8NO (ωB97M-V/def2-TZVPD)
H 0.67428 -1.70921 1.80254
H -0.15338 1.06718 -1.62822
H 1.62769 -0.91343 3.14705
C 0.88593 -0.80567 2.36501
C -1.30265 -0.36364 -2.45874
N -1.04475 0.57607 -1.66460
O 0.46216 0.26915 0.31310
H -2.25308 -0.86516 -2.42254
C 1.06831 0.30314 1.36297
H 1.76354 1.09041 1.69007
H -0.55561 -0.79877 -3.10634
H -0.05280 -0.54035 2.86865
H -1.68768 1.02214 -1.01529
```

#two (42.9 kcal/mol below the next structure)

#one
The following is a quantum chemistry calculation of an isolated ion of composition C5H14N2 and charge -1, from OMol25.

- Frontier orbital gap (spin up / spin down): 2.3 / 7.9 eV
- HOMO energy (spin up / spin down): 1.5 / -4.1 eV
- Spin multiplicity: 2
- <S²>: 0.7503
- Net charge: -1

Structure (XYZ):
```
21
C5H14N2 (ωB97M-V/def2-TZVPD)
H 0.86377 -1.94528 -0.00538
C -0.73264 -0.68615 -1.78226
H 2.21776 0.18784 -1.40134
C 2.24591 -0.82334 -1.09903
H 0.11788 -1.19706 -2.32675
N -1.40319 1.58776 2.62126
H 2.02930 -1.38647 -2.05374
H -1.32317 0.86637 3.33603
H 1.74016 -0.86373 1.07555
C -0.05014 -0.14242 -0.45970
H 3.21367 -1.13218 -0.88665
C 1.23572 -0.91229 0.01127
C -1.24218 1.42248 1.26978
N -1.04195 0.12204 0.63544
H 0.36481 0.96184 -0.57280
H -1.43514 -1.52871 -1.59994
H -2.38211 2.01506 2.92906
H -1.10976 -0.55302 1.28959
H -0.39469 2.03920 0.96610
H -0.90992 0.03753 -2.58565
H -2.00409 1.93054 0.63918
```

#two
The following is a quantum chemistry calculation of a 2-piece molecular cluster, C5H14N2 overall, from OMol25.

- Frontier orbital gap (spin up / spin down): 7.4 / 5.2 eV
- HOMO energy (spin up / spin down): -3.0 / -1.5 eV
- Spin multiplicity: 2
- <S²>: 0.7688
- Net charge: -1

Structure (XYZ):
```
21
C5H14N2 (ωB97M-V/def2-TZVPD)
H -2.87551 -0.20156 0.86336
C 2.43863 -0.95826 -0.28810
H 1.76377 1.41286 0.98311
N 1.20162 1.26427 0.13963
H 3.08926 -0.86234 0.58735
H 0.80805 -0.36103 1.02559
C -1.79075 -0.05651 0.75480
C -1.44867 -0.59674 -0.63769
H 0.01240 0.33312 -1.74984
H 2.98384 -0.48817 -1.11322
H 2.20801 -2.01473 -0.40338
H 0.22101 -2.16618 0.67526
H -2.08130 -0.00015 -1.30115
H -1.25303 -0.61885 1.52122
N -1.64689 1.39532 0.77507
H -0.69407 1.70001 0.59320
H -2.21344 1.86231 1.43534
H 0.26024 -1.42113 -1.59957
C 0.06481 -0.50617 -1.04320
C 1.15208 -0.18633 -0.02408
H -1.83179 -1.61112 -0.76766
```

#one (2.1 kcal/mol below the next structure)